{"formula": "C17H23N3O2S", "method": "ωB97M-V/def2-TZVPD", "symbols": ["H", "C", "S", "H", "N", "H", "C", "N", "H", "C", "O", "C", "C", "C", "N", "H", "C", "H", "H", "H", "H", "H", "O", "H", "H", "C", "H", "C", "C", "H", "C", "H", "H", "H", "C", "H", "C", "H", "C", "C", "H", "H", "H", "C", "C", "H"], "coordinates": [[4.122, -1.565, 0.394], [1.655, -1.547, 2.461], [0.639, 4.039, 0.192], [2.946, 3.401, 0.004], [1.860, -0.556, 1.422], [-4.075, -0.441, -4.147], [-2.630, -0.918, -2.627], [-2.901, 3.596, -0.742], [2.421, 3.509, 1.704], [-1.638, 0.174, -3.018], [-1.338, -1.929, -0.912], [-4.044, -0.556, -3.067], [-2.565, -1.245, -1.122], [0.191, 2.355, 0.365], [1.110, 1.524, 0.812], [-1.416, -2.126, 1.149], [2.710, -2.645, 2.298], [-3.364, 0.731, -0.687], [-1.951, 1.145, -2.641], [-3.389, -1.943, -0.890], [0.652, -1.963, 2.414], [-2.332, -1.844, -3.131], [4.008, -2.105, 2.379], [2.632, -3.379, 3.101], [2.719, 5.000, 0.762], [-2.090, 2.868, -0.379], [-0.651, -0.058, -2.624], [4.206, -1.116, 1.395], [-1.393, 0.579, 0.137], [3.320, 0.742, 0.718], [0.839, 0.224, 0.947], [1.794, -1.076, 3.447], [2.571, -3.146, 1.328], [-1.568, 0.241, -4.101], [-2.720, -0.007, -0.213], [-4.367, 0.382, -2.622], [-0.743, -1.754, 0.355], [-3.203, -0.319, 0.719], [-1.117, 1.951, 0.050], [-0.407, -0.302, 0.555], [5.220, -0.741, 1.540], [-4.750, -1.334, -2.784], [3.321, 0.531, 2.486], [3.187, 0.020, 1.522], [2.371, 3.973, 0.725], [0.155, -2.373, 0.322]], "multiplicity": 1, "de_lowest_kj_mol": 253.8, "homo_lumo_gap_ev": 8.630, "homo_ev": -8.18, "lumo_ha": 0.01669, "max_force_ev_per_a": 1.17}


{"formula": "C17H23N3O5S2", "method": "ωB97M-V/def2-TZVPD", "symbols": ["C", "H", "C", "C", "S", "N", "C", "H", "O", "H", "C", "H", "N", "C", "H", "C", "C", "H", "H", "N", "C", "H", "H", "O", "H", "H", "H", "H", "C", "C", "H", "O", "H", "C", "S", "C", "C", "H", "C", "H", "O", "H", "H", "H", "H", "C", "O", "C", "H", "H"], "coordinates": [[-5.063, -4.203, -5.614], [2.836, 4.520, 7.807], [3.890, 4.333, 0.310], [2.945, 2.066, 1.694], [-3.424, -3.303, -5.703], [-7.281, -4.458, -4.655], [3.817, 4.360, 5.897], [-1.004, -3.900, -5.663], [-1.293, -0.373, 0.445], [-7.828, -6.247, -5.951], [4.215, 3.274, 4.910], [3.086, 1.268, 2.562], [4.545, 2.374, 4.091], [1.583, 1.953, 0.729], [-1.181, -3.930, -0.884], [-6.960, -5.493, -5.734], [-0.227, 0.533, -0.100], [-1.677, -2.147, -3.653], [1.308, 2.599, 7.568], [-6.106, -3.673, -4.626], [-1.991, -4.420, -5.243], [-0.376, -2.243, -1.128], [0.000, -3.055, -3.335], [-3.902, -0.271, -0.085], [-0.850, -5.293, -3.382], [2.018, 2.164, 6.014], [0.369, -0.138, -0.879], [1.114, 3.684, 6.178], [4.096, 3.225, 1.505], [1.453, 3.067, -0.467], [-0.800, 1.427, -0.592], [-2.609, -2.313, -1.042], [3.752, 3.027, 7.601], [2.591, 4.263, -0.704], [-2.509, -0.640, -0.729], [-1.317, -2.887, -1.447], [-1.172, -3.053, -3.104], [0.539, 3.050, -1.199], [1.810, 3.005, 6.684], [3.174, 5.089, 5.392], [-5.604, -5.368, -6.334], [4.990, 3.229, 2.262], [4.717, 4.881, 6.240], [-2.735, -4.838, -3.056], [2.428, 5.065, -1.568], [3.088, 3.733, 7.087], [0.621, 0.888, 1.049], [-1.737, -4.530, -3.594], [-2.025, -5.485, -5.742], [4.683, 5.184, 0.186]], "multiplicity": 1, "homo_lumo_gap_ev": 7.978, "homo_ev": -8.26, "lumo_ha": -0.01019, "max_force_ev_per_a": 10.45}


{"formula": "C17H23N5O2PdS", "method": "ωB97M-V/def2-TZVPD", "symbols": ["C", "H", "H", "C", "N", "H", "H", "H", "H", "C", "C", "H", "C", "H", "H", "H", "H", "C", "C", "Pd", "N", "S", "H", "H", "H", "C", "H", "H", "C", "C", "C", "C", "H", "N", "H", "H", "O", "H", "C", "N", "C", "H", "O", "H", "H", "C", "C", "N", "C"], "coordinates": [[0.958, 0.352, 3.845], [2.844, -0.351, -2.628], [-2.133, -0.282, -2.718], [-1.043, -0.288, -2.781], [4.275, -2.764, 0.822], [1.095, -0.084, 1.774], [-0.911, -2.409, -2.384], [4.371, -4.160, -2.026], [0.611, -0.422, 4.539], [0.650, 6.203, -0.340], [1.040, -1.542, -2.704], [0.998, 5.641, 0.538], [4.605, -3.034, -0.261], [-5.851, -4.048, -0.929], [4.936, -2.482, -2.266], [0.014, 7.035, -0.003], [-3.020, 0.504, 4.396], [-4.919, -2.171, -1.164], [-5.488, -3.212, -0.316], [0.377, -0.207, -0.987], [0.408, 0.137, 2.501], [-1.085, 1.153, 0.455], [6.058, -3.720, -1.624], [1.557, -2.495, -2.595], [1.525, 6.610, -0.867], [-0.358, -1.499, -2.611], [-1.415, 0.851, 5.055], [-4.728, -3.588, 0.385], [-0.328, 0.894, -2.922], [1.759, -0.350, -2.738], [-0.094, 5.312, -1.222], [1.901, 0.787, -0.012], [2.048, 0.295, 3.789], [-0.691, 4.613, -1.937], [0.683, 1.343, 4.222], [-0.849, 1.850, -2.995], [-0.713, -2.575, 0.844], [-6.336, -2.818, 0.258], [5.016, -3.368, -1.618], [-4.455, -1.344, -1.841], [-0.191, -1.794, 0.186], [-1.711, -0.670, 4.139], [2.675, 1.570, 0.322], [1.613, 1.805, -2.634], [-2.447, 1.578, 2.532], [1.061, 0.874, -2.757], [-1.947, 0.399, 4.212], [-1.643, 1.133, 2.984], [-0.719, 0.739, 2.081]], "multiplicity": 5, "de_lowest_kj_mol": 266.1, "s_squared": 6.039, "homo_lumo_gap_ev": [8.879, 1.498], "homo_ev": [-21.47, -20.44], "charge": 4, "lumo_ha": [-0.46280, -0.69615], "max_force_ev_per_a": 5.62}